# C7H7N

The molecule C7H7N (wB97M-V/def2-TZVPD, the OMol25 dataset).

- HOMO energy (alpha / beta): -6.77 / -7.42 eV
- Energy: -325.41311 hartree
- Energy relative to the best compared isomer or geometry (same formula, charge and spin): 154.1 kcal per mole

Geometry as ORCA input:
```
! RIJCOSX wB97M-V def2-TZVPD def2/J DEFGRID3
* xyz 0 1
C -2.692 1.522 -0.103
C -2.273 0.428 0.051
C 1.356 -1.011 -0.053
C -1.450 -0.592 0.114
C 1.073 0.266 -0.056
C 0.367 -2.183 -0.139
C 1.214 1.685 0.159
N -1.059 -1.735 0.089
H -3.440 2.301 -0.385
H 2.357 -1.403 -0.249
H 0.280 -2.754 -1.016
H 0.471 -2.881 0.744
H 0.572 2.138 1.031
H 0.949 2.303 -0.545
H 2.275 1.918 0.358
*
```

Results of the Mulliken charge analysis, in e, for atoms 1 through 6:
1 C -0.433
2 C -0.569
3 C -0.250
4 C 0.935
5 C 0.157
6 C -0.389


# C7H7N2S

C7H7N2S as an isolated structure (wB97M-V/def2-TZVPD, the OMol25 dataset).

- HOMO energy (alpha / beta): -13.26 / -13.25 eV
- Energy: -778.25902 hartree
- Energy relative to the best compared isomer or geometry (same formula, charge and spin): 73.4 kcal per mole

Geometry as ORCA input:
```
! RIJCOSX wB97M-V def2-TZVPD def2/J DEFGRID3
* xyz 1 1
C 1.049 -1.112 1.465
C 0.220 -2.038 0.688
C 1.432 0.101 0.934
C -0.728 -1.666 -0.217
C -1.478 0.599 -1.072
C -0.832 1.863 -1.012
C 0.916 0.570 -0.372
N 0.481 1.817 -0.554
N -0.730 -0.300 -0.479
S -1.673 3.285 -1.495
H 1.441 -1.436 2.446
H 0.214 -3.097 1.043
H 1.964 0.837 1.469
H -1.516 -2.196 -0.589
H -2.549 0.269 -1.191
H 1.255 0.156 -1.339
H 0.535 2.348 0.276
*
```

Results of the Mulliken charge analysis, in e, for atoms 1 through 6:
1 C -0.140
2 C -0.389
3 C -0.836
4 C -0.305
5 C 0.033
6 C -0.250


# C7H7N3

The molecule C7H7N3 (wB97M-V/def2-TZVPD, the OMol25 dataset).

- HOMO energy: -7.88 eV
- Energy: -435.04750 hartree
- Energy relative to the best compared isomer or geometry (same formula, charge and spin): 98.4 kcal per mole

Geometry as ORCA input:
```
! RIJCOSX wB97M-V def2-TZVPD def2/J DEFGRID3
* xyz 0 1
C 3.572 1.250 0.000
C 2.349 -2.203 -0.010
C 0.974 -1.802 -0.007
C 3.250 -0.041 0.033
C -0.669 1.345 -0.733
C -0.676 1.325 0.756
C -0.560 0.027 -0.002
N 3.797 2.390 -0.019
N 3.215 -1.243 0.009
N 0.701 -0.560 0.002
H 2.679 -3.223 -0.033
H 0.237 -2.609 -0.025
H -1.586 1.566 -1.254
H 0.232 1.692 -1.214
H 0.216 1.657 1.262
H -1.601 1.526 1.275
H -1.423 -0.643 -0.014
*
```

Results of the Mulliken charge analysis, in e, for atoms 1 through 6:
1 C 0.168
2 C -0.712
3 C 0.101
4 C 0.622
5 C -0.569
6 C -0.572


# C7H7N3O

The molecule C7H7N3O (wB97M-V/def2-TZVPD, the OMol25 dataset).

- HOMO energy: -8.05 eV
- Energy: -510.42436 hartree
- Energy relative to the best compared isomer or geometry (same formula, charge and spin): 37.6 kcal per mole
- SMILES: N/N=c1\[nH]c2ccccc2o1

Geometry as ORCA input:
```
! RIJCOSX wB97M-V def2-TZVPD def2/J DEFGRID3
* xyz 0 1
N 3.632 0.455 0.074
N 2.935 -0.826 0.049
C 1.680 -0.551 -0.063
N 1.030 0.665 -0.126
C -0.327 0.453 -0.071
C -1.456 1.281 0.000
C -2.705 0.707 0.037
C -2.867 -0.684 0.061
C -1.723 -1.514 -0.020
C -0.487 -0.908 -0.056
O 0.732 -1.510 -0.017
H 4.285 0.395 0.878
H 4.290 0.421 -0.728
H 1.550 1.500 -0.140
H -1.370 2.382 0.008
H -3.563 1.391 0.117
H -3.859 -1.065 0.086
H -1.778 -2.594 -0.089
*
```

Results of the Mulliken charge analysis, in e, for atoms 1 through 6:
1 N -0.502
2 N -0.567
3 C 0.490
4 N -0.121
5 C 0.444
6 C -0.650


# C7H7N3O2

The molecule C7H7N3O2 (wB97M-V/def2-TZVPD, the OMol25 dataset).

- HOMO energy (alpha / beta): -8.93 / -9.18 eV
- Energy: -585.40038 hartree
- Energy relative to the best compared isomer or geometry (same formula, charge and spin): 206.9 kcal per mole

Geometry as ORCA input:
```
! RIJCOSX wB97M-V def2-TZVPD def2/J DEFGRID3
* xyz 0 1
C -0.494 -1.606 -2.168
C -0.271 -0.313 -2.691
C -0.335 -1.855 -0.814
C 0.167 0.715 -1.836
C 0.032 -0.874 0.068
C 0.200 0.365 -0.536
C 0.392 -0.955 1.578
N 0.199 0.304 2.165
N 0.879 1.409 1.708
N 0.130 2.577 1.774
O 0.742 3.566 1.464
O -1.044 2.626 2.144
H -0.562 -2.537 -2.668
H -0.185 -0.016 -3.748
H -0.577 -2.929 -0.595
H 0.263 1.709 -2.315
H -0.237 -1.676 2.144
H 1.383 -1.068 1.719
H -0.683 0.557 2.609
*
```

Results of the Mulliken charge analysis, in e, for atoms 1 through 6:
1 C -0.566
2 C -0.218
3 C -0.236
4 C -0.889
5 C 0.427
6 C 0.426


# C7H7N3O2S

A 2-piece molecular cluster, C7H7N3O2S overall (wB97M-V/def2-TZVPD, the OMol25 dataset).

- HOMO energy: -9.12 eV
- Energy: -983.69152 hartree
- Energy relative to the best compared isomer or geometry (same formula, charge and spin): 98.3 kcal per mole
- SMILES: [O-]/[N+](O)=N\c1ccccc1.N=C=S

Geometry as ORCA input:
```
! RIJCOSX wB97M-V def2-TZVPD def2/J DEFGRID3
* xyz 0 1
O -2.339 0.718 1.572
N -2.283 0.121 0.518
O -3.497 0.120 -0.163
N -1.299 -0.385 -0.129
C 0.009 -0.489 0.385
C 0.456 0.355 1.360
C 1.820 0.528 1.511
C 2.722 -0.330 0.831
C 2.216 -1.268 -0.027
C 0.830 -1.287 -0.333
H -3.411 -0.369 -1.027
H -0.164 1.195 2.004
H 2.085 1.265 2.272
H 3.753 -0.279 1.023
H 2.816 -2.094 -0.562
H 0.556 -2.014 -1.150
N -0.484 1.661 -1.830
C -1.205 0.775 -2.216
S -1.890 -0.464 -2.971
H -0.688 2.241 -1.070
*
```

Results of the Mulliken charge analysis, in e, for atoms 1 through 6:
1 O -0.647
2 N 0.948
3 O -0.424
4 N -0.419
5 C 0.174
6 C -0.029